No. 1
A cluster of 2 separate species, C4H8O in total, computed with the ωB97M-V functional and the def2-TZVPD basis.

CARTESIAN COORDINATES (ANGSTROEM)
C -1.730 -0.438 1.462
C 0.622 0.258 -1.037
O -0.583 -0.070 -1.509
C 2.024 -0.187 -1.098
C 1.419 0.985 -0.322
H -1.964 -0.808 2.464
H -1.805 -1.256 0.742
H -2.444 0.351 1.203
H -1.238 0.513 -1.098
H 2.328 -1.096 -0.564
H 2.619 0.005 -1.998
H -0.712 -0.038 1.450
H 1.638 1.803 0.346

Computed properties:
SMILES = OC1=CC1.C
Kohn-Sham gap = 9.6 eV
Energy above the lowest of the compared OMol25 structures with the same formula, charge and spin = 67.2 kcal/mol
E_LUMO = 0.785 eV
E_HOMO = -8.79 eV

No. 2
An isolated molecule of C3H8N2O2 at a distorted geometry, computed with the ωB97M-V functional and the def2-TZVPD basis.

CARTESIAN COORDINATES (ANGSTROEM)
C -0.081 1.804 0.107
N 0.149 0.484 -0.469
C 0.367 -0.527 0.397
N -2.084 -1.160 -0.068
C 1.247 -1.425 0.782
O -1.166 -0.776 0.890
O 1.664 0.545 -1.117
H 1.546 0.076 -1.954
H -2.809 -0.455 -0.179
H -1.591 -1.337 -0.944
H -1.028 1.775 0.646
H -0.133 2.522 -0.709
H 0.720 2.092 0.791
H 2.281 -1.325 0.504
H 0.919 -2.294 1.325

Computed properties:
SMILES = C=C(ON)N(C)O
Kohn-Sham gap = 9.2 eV
Energy above the lowest of the compared OMol25 structures with the same formula, charge and spin = 157.3 kcal/mol
E_LUMO = 0.701 eV
E_HOMO = -8.47 eV

No. 3
The ion CH3NO2P with charge -1 at a distorted geometry, computed with the ωB97M-V functional and the def2-TZVPD basis.

CARTESIAN COORDINATES (ANGSTROEM)
C 2.317 0.185 0.059
N -0.724 0.173 0.132
O 2.001 1.343 0.261
O 3.290 -0.439 -0.236
P 0.644 -0.996 0.272
H -0.974 0.311 1.088
H -0.037 0.898 -0.122
H 0.467 -1.658 -0.970

Computed properties:
Charge = -1
SMILES = NPC(=O)[O-]
Kohn-Sham gap = 7.8 eV
Energy above the lowest of the compared OMol25 structures with the same formula, charge and spin = 2.1 kcal/mol
E_LUMO = 4.536 eV
E_HOMO = -3.26 eV

No. 4
A structure of composition C22H17BrGaN3O10Te, computed with the ωB97M-V functional and the def2-TZVPD basis.

CARTESIAN COORDINATES (ANGSTROEM)
Ga -1.124 -0.582 0.183
O -0.804 -3.645 -2.405
C -0.555 -2.924 -1.462
O -1.260 -1.847 -1.194
C 0.562 -3.264 -0.512
C 1.000 -4.568 -0.491
C 1.997 -4.945 0.398
C 2.554 -4.038 1.268
C 2.117 -2.726 1.237
C 1.150 -2.280 0.322
O 0.847 -1.029 0.205
N 2.697 -1.791 2.212
O 3.673 -2.146 2.854
O 2.123 -0.726 2.376
N 2.457 -6.340 0.424
O 1.895 -7.132 -0.307
O 3.372 -6.623 1.172
H 0.551 -5.290 -1.157
H 3.315 -4.341 1.969
O -4.099 2.717 -4.249
C -3.422 2.046 -3.302
C -2.505 1.044 -3.582
C -1.879 0.423 -2.529
N -2.102 0.739 -1.235
C -2.993 1.707 -0.994
Br -3.387 2.220 0.780
C -3.670 2.387 -1.980
H -3.859 2.394 -5.126
H -2.291 0.735 -4.597
H -1.186 -0.386 -2.698
H -4.384 3.160 -1.738
C 1.999 1.551 0.688
Te 0.111 1.350 1.634
C -0.266 3.246 0.710
C 1.103 3.877 0.581
C 1.274 5.252 0.472
C 2.547 5.791 0.360
C 3.659 4.956 0.368
C 3.496 3.584 0.489
C 2.221 3.038 0.585
H 1.929 1.052 -0.275
H 2.737 1.033 1.295
H -0.946 3.843 1.307
H -0.724 3.060 -0.261
H 0.407 5.904 0.481
H 2.674 6.863 0.277
H 4.654 5.377 0.296
H 4.362 2.933 0.508
C -3.588 -2.602 2.446
C -2.621 -1.792 1.647
O -1.375 -1.929 1.783
O -3.018 -0.926 0.799
H -3.502 -2.313 3.494
H -3.321 -3.655 2.372
H -4.605 -2.442 2.101

Computed properties:
Kohn-Sham gap = 8.5 eV
Energy above the lowest of the compared OMol25 structures with the same formula, charge and spin = 7.1 kcal/mol
E_LUMO = -0.247 eV
E_HOMO = -8.70 eV

No. 5
A cluster of 2 separate species, C8H17ClN2Si in total at a distorted geometry, computed with the ωB97M-V functional and the def2-TZVPD basis.

CARTESIAN COORDINATES (ANGSTROEM)
Si 1.213 2.567 0.107
Cl 2.158 1.480 -1.494
H 2.028 2.492 1.343
H 1.082 3.978 -0.310
H -0.145 2.019 0.319
C -1.342 -0.452 4.241
C 0.098 -0.775 4.624
C 1.071 0.359 4.292
C 1.055 0.627 2.796
N 1.042 0.849 1.554
H -1.450 -0.303 3.162
H -2.004 -1.277 4.522
H -1.690 0.454 4.751
H 0.406 -1.692 4.106
H 0.143 -0.982 5.699
H 2.086 0.084 4.597
H 0.791 1.274 4.825
C 0.534 -0.595 -3.255
C -0.359 -1.660 -3.881
C -1.147 -1.142 -5.086
C -2.051 0.002 -4.656
N -2.800 0.951 -4.299
H -0.050 0.243 -2.862
H 1.099 -1.017 -2.417
H 1.251 -0.204 -3.986
H -1.052 -2.037 -3.118
H 0.263 -2.505 -4.197
H -1.761 -1.946 -5.507
H -0.467 -0.790 -5.869

Computed properties:
Kohn-Sham gap = 10.4 eV
Energy above the lowest of the compared OMol25 structures with the same formula, charge and spin = 63.5 kcal/mol
E_LUMO = 0.596 eV
E_HOMO = -9.76 eV

Which of these has the lowest E_LUMO?
C22H17BrGaN3O10Te

What is the E_HOMO in the fifth record?
-9.76 eV

Among the records above, which one has the highest E_HOMO?
CH3NO2P

The lowest E_HOMO belongs to which entry?
C8H17ClN2Si